Here is a molecular structure, C2F6NO3S2Yb in a non-equilibrium geometry from the Open Molecules 2025 dataset. Energies are from wB97M-V/def2-TZVPD.

Structure (XYZ):
```
15
Properties=species:S:1:pos:R:3
N 1.135 -1.023 0.462
S -0.136 -2.088 0.427
O -2.538 0.561 -1.513
C -1.264 -1.421 1.722
F -0.848 -0.303 2.305
F -1.452 -2.335 2.665
F -2.426 -1.190 1.119
S 1.367 0.070 -0.682
O 0.626 -0.176 -1.972
O 2.821 0.084 -0.861
C 1.070 1.896 -0.384
F 0.216 2.346 -1.304
F 0.618 2.083 0.841
F 2.193 2.577 -0.534
Yb -1.382 -1.082 -2.292
```

## Properties
**HOMO-LUMO gap (alpha / beta)**: 7.50 / 7.45 eV
**2S+1**: 2
**HOMO (alpha / beta)**: -9.20 / -9.13 eV